Below is C17H24O2PbS5 as an isolated structure, with properties calculated with ωB97M-V/def2-TZVPD.

```
49
C17H24O2PbS5, DFT ωB97M-V/def2-TZVPD
Pb -0.14311 0.80030 0.04329
C 2.00909 -0.33412 3.00963
C 1.37429 -1.71186 2.79136
C 0.12359 -1.84604 3.66050
C 1.12708 -2.04080 1.32520
C 2.10865 -1.77291 0.36609
C 1.97561 -2.18994 -0.94822
C 0.84234 -2.88009 -1.36831
C 0.72470 -3.39034 -2.77928
C -0.15241 -3.12351 -0.42798
C -0.01181 -2.71879 0.89238
H 2.20616 -0.18526 4.07160
H 1.34320 0.46663 2.68388
H 2.95513 -0.22469 2.48052
H 2.09906 -2.45489 3.14450
H -0.66858 -1.17875 3.31063
H 0.36119 -1.57799 4.68988
H -0.25517 -2.86825 3.66477
H 3.01144 -1.24832 0.65192
H 2.76478 -1.97342 -1.65953
H 1.28243 -4.32336 -2.88518
H 1.13655 -2.67617 -3.49306
H -0.31313 -3.59548 -3.04152
H -1.04827 -3.65656 -0.72744
H -0.81363 -2.94073 1.58332
S 4.18621 6.87982 0.36950
C 3.22915 5.55990 0.28034
S 3.41596 4.30095 -0.90616
C 2.09779 3.27625 -0.36697
C 1.40009 3.71957 0.69436
S 0.01416 2.95616 1.43102
S 1.92280 5.24545 1.38393
S 1.83171 1.80095 -1.26213
C -3.44487 2.04217 1.03978
O -3.02182 1.12400 0.04230
C -3.52054 1.43390 -1.24460
C -2.89873 0.48033 -2.23718
O -1.53659 0.83270 -2.39623
C -0.84391 -0.00248 -3.30853
H -4.53706 2.08322 1.08960
H -3.05095 3.04386 0.84750
H -3.04992 1.68087 1.98748
H -3.24964 2.45938 -1.52271
H -4.61181 1.33699 -1.25766
H -3.41873 0.56441 -3.19817
H -2.98724 -0.55047 -1.87251
H -1.33388 0.00652 -4.28670
H -0.79292 -1.03195 -2.93723
H 0.16155 0.40285 -3.40798
```

The LUMO energy comes out at 0.30 eV. The value obtained for the orbital gap is 7.385 eV. The total energy is -2996.46350 a.u. As for the spin multiplicity: 1. For the HOMO energy, the calculation gives -7.1 eV. Its max |F| is 0.3 eV/Å. The calculation puts the energy above the lowest of the compared OMol25 structures with the same formula, charge and spin at 5.1 kcal per mole. Its molar mass is 627.9 g/mol.

Charges obtained by natural (NBO) population analysis, quoted in units of e: 1.13 -0.60 -0.23 -0.60 -0.05 -0.21 -0.21 -0.02 -0.64 -0.23 -0.16 0.22 0.21 0.21 0.21 0.20 0.22 0.21 0.22 0.22 0.23 0.22 0.21 0.21 0.21 -0.06 -0.57 0.47 -0.41 -0.42 -0.38 0.47 -0.38 -0.25 -0.56 -0.08 -0.08 -0.56 -0.26 0.18 0.19 0.20 0.19 0.18 0.19 0.18 0.18 0.18 0.21